{
  "formula": "C15H13CaF6N4O7S3",
  "method": "ωB97M-V with the def2-TZVPD basis set",
  "lumo_ev": 2.540,
  "spin_multiplicity": 1,
  "homo_lumo_gap_ev": 7.9,
  "charge": -1,
  "elements": ["Ca", "F", "C", "F", "F", "S", "O", "O", "N", "S", "O", "O", "C", "F", "F", "F", "S", "C", "C", "C", "C", "C", "N", "H", "H", "H", "H", "N", "C", "O", "C", "C", "C", "C", "N", "C", "H", "H", "H", "H", "H", "H", "C", "C", "O", "O", "H", "H", "H"],
  "xyz": [[0.2582, 0.1601, 0.8314], [-4.8769, 1.4885, 1.9241], [-4.2268, 0.3758, 1.5858], [-3.7707, -0.1985, 2.7046], [-5.0816, -0.4590, 1.0036], [-2.8411, 0.7907, 0.4447], [-1.9378, 1.5780, 1.2599], [-3.4594, 1.3574, -0.7076], [-2.1817, -0.6319, 0.3012], [-1.7832, -1.4808, -0.9688], [-0.3826, -1.7851, -0.8301], [-2.3287, -1.0804, -2.2241], [-2.6270, -3.0662, -0.5528], [-2.2257, -3.5236, 0.6348], [-2.3413, -3.9844, -1.4746], [-3.9475, -2.8980, -0.5150], [2.9126, -1.0066, 1.1030], [2.0021, -1.9046, 2.2881], [2.5703, -2.9856, 2.9886], [1.8098, -3.6900, 3.8943], [0.4830, -3.3319, 4.1122], [-0.0119, -2.2604, 3.4032], [0.7166, -1.5579, 2.5289], [3.5986, -3.2527, 2.7908], [2.2466, -4.5253, 4.4294], [-0.1463, -3.8696, 4.8074], [-1.0396, -1.9365, 3.5283], [4.9024, 0.9358, 3.4650], [4.7187, 2.2815, 3.4082], [5.5066, 3.0873, 3.8733], [3.4698, 2.7036, 2.7002], [3.4240, 3.9104, 2.0147], [2.3045, 4.2137, 1.2649], [1.2651, 3.2939, 1.2102], [1.2877, 2.1533, 1.9037], [2.3628, 1.8778, 2.6419], [5.7854, 0.6274, 3.8358], [4.3966, 0.3076, 2.8469], [4.2792, 4.5725, 2.0633], [2.2404, 5.1203, 0.6805], [0.4141, 3.4456, 0.5597], [2.3366, 0.9474, 3.1939], [0.3589, 1.1792, -3.3642], [0.4553, 1.9079, -2.0344], [0.9193, 3.0454, -1.9775], [0.0552, 1.2279, -1.0178], [0.5447, 1.8593, -4.1919], [-0.6211, 0.7115, -3.4591], [1.1025, 0.3789, -3.3750]]
}